DFT (ωB97M-V/def2-TZVPD) results for a structure of composition C19H24As2CsN2.

The geometry in ORCA input format:
```
! RIJCOSX wB97M-V def2-TZVPD def2/J DEFGRID3
* xyz 1 1
Cs -0.057 -1.339 -0.124
N -2.211 -3.384 1.209
C -1.424 -4.493 1.567
C -1.729 -5.773 1.189
C -0.896 -6.853 1.552
C 0.224 -6.652 2.303
C 0.573 -5.341 2.703
C 1.717 -5.051 3.482
C 1.997 -3.758 3.820
C 1.137 -2.740 3.361
N 0.067 -2.958 2.634
C -0.235 -4.250 2.319
H -3.132 -3.636 0.882
H -2.270 -2.708 1.960
H -2.632 -5.961 0.621
H -1.170 -7.852 1.242
H 0.854 -7.481 2.601
H 2.356 -5.864 3.804
H 2.859 -3.503 4.419
H 1.351 -1.706 3.612
C 3.071 2.603 -1.723
As 1.554 2.212 -0.554
C 2.299 2.910 1.113
C 0.392 3.704 -1.060
C 0.848 5.010 -0.907
C 0.050 6.093 -1.239
C -1.224 5.874 -1.735
C -1.685 4.577 -1.909
C -0.888 3.481 -1.584
As -1.560 1.659 -1.838
C -3.236 2.015 -2.773
C -0.509 1.182 -3.432
H 3.378 3.642 -1.618
H 2.792 2.418 -2.759
H 3.905 1.952 -1.461
H 2.765 3.883 0.969
H 3.055 2.212 1.474
H 1.512 2.996 1.860
H 1.843 5.192 -0.519
H 0.422 7.101 -1.107
H -1.862 6.709 -1.994
H -2.680 4.430 -2.305
H -3.084 2.663 -3.634
H -3.959 2.466 -2.095
H -3.638 1.060 -3.111
H -0.530 1.989 -4.163
H -0.942 0.289 -3.885
H 0.528 0.979 -3.163
*
```

Output
HOMO-LUMO gap: 8.24 eV
Energy above the lowest of the compared OMol25 structures with the same formula, charge and spin: 0.10 kcal per mole

These are the Mulliken partial charges, in e, on atoms 1 to 4:
1 Cs 0.996
2 N -0.480
3 C 0.651
4 C -0.855